[1]
3 unconnected molecules or ions with the total composition C15H30BN6O2Si. Source: the OMol25 dataset; level of theory: ωB97M-V/def2-TZVPD.

Positions of all 55 atoms, in Å:
C (-1.51, 2.23, -0.22)
Si (-1.89, 0.44, -0.57)
C (-2.10, 0.09, -2.38)
C (-3.49, 0.01, 0.30)
N (-0.59, -0.53, 0.29)
C (-0.68, -0.50, 1.78)
B (-1.33, -1.82, 2.38)
O (-1.69, -1.89, 3.68)
O (-1.51, -2.91, 1.55)
C (0.36, -1.20, -0.24)
N (0.57, -1.29, -1.63)
C (2.04, -1.51, -1.76)
C (2.56, -1.69, -0.31)
N (3.45, -2.82, -0.15)
N (1.35, -1.87, 0.51)
H (-2.11, 2.87, -0.87)
H (-0.45, 2.44, -0.35)
H (-1.76, 2.44, 0.83)
H (-2.80, 0.83, -2.76)
H (-1.16, 0.25, -2.90)
H (-2.44, -0.92, -2.60)
H (-4.28, 0.31, -0.39)
H (-3.61, -1.06, 0.49)
H (-3.62, 0.58, 1.22)
H (0.33, -0.41, 2.17)
H (-1.22, 0.42, 2.04)
H (-1.43, -1.11, 4.18)
H (-1.20, -3.73, 1.95)
H (0.09, -2.15, -1.90)
H (2.47, -0.62, -2.21)
H (2.25, -2.34, -2.43)
H (3.02, -0.74, -0.02)
H (3.36, -3.15, 0.81)
H (4.41, -2.50, -0.24)
H (1.14, -2.87, 0.49)
N (3.26, -2.33, 3.70)
C (4.36, -1.66, 3.24)
C (5.10, -1.28, 4.33)
C (4.42, -1.75, 5.49)
C (3.29, -2.39, 5.07)
H (2.53, -2.72, 3.13)
H (4.53, -1.50, 2.19)
H (6.03, -0.74, 4.30)
H (4.73, -1.63, 6.51)
H (2.51, -2.89, 5.62)
N (-3.23, 5.58, -4.48)
C (-2.36, 5.19, -3.51)
C (-1.98, 3.90, -3.79)
C (-2.65, 3.51, -4.98)
C (-3.42, 4.57, -5.38)
H (-3.68, 6.48, -4.53)
H (-2.08, 5.85, -2.71)
H (-1.28, 3.31, -3.22)
H (-2.58, 2.56, -5.49)
H (-4.08, 4.69, -6.22)

The max |F| comes out at 1.3 eV Å⁻¹. The orbital gap is 7.08 eV. Its spin multiplicity is 1. The value obtained for the electronic energy is -37628.991 eV. The net charge is +1.



[2]
A gas-phase ion, C3HN2O3 (charge -1). Source: the OMol25 dataset; level of theory: ωB97M-V/def2-TZVPD.

Positions of all 9 atoms, in Å:
O (-2.14, -0.54, 0.67)
C (-1.00, -0.42, 0.26)
N (-0.42, 0.81, 0.00)
C (0.89, 0.74, -0.42)
O (1.59, 1.70, -0.68)
C (1.10, -0.98, -0.65)
N (-0.17, -1.46, -0.14)
O (1.03, -1.52, 0.66)
H (-0.88, 1.67, 0.29)

The SMILES is O=c1[nH]c([O-])c2n1O2. The max |F| comes out at 2.9 eV Å⁻¹. For the energy relative to the best compared isomer or geometry (same formula, charge and spin), the calculation gives 432.5 kJ/mol. The orbital gap is 7.03 eV. Its spin multiplicity is 1. The value obtained for the electronic energy is -12247.547 eV. The net charge is -1.



[3]
A molecular structure, C5H6FNS. Source: the OMol25 dataset; level of theory: ωB97M-V/def2-TZVPD.

Positions of all 14 atoms, in Å:
C (-0.07, 1.29, 0.00)
C (-0.53, 0.27, 1.07)
C (-0.51, 0.28, -1.08)
C (0.23, -1.03, -0.74)
C (0.22, -1.03, 0.74)
H (-0.68, 2.16, 0.00)
H (-0.66, 0.57, 2.11)
H (-0.66, 0.56, -2.09)
H (0.01, -1.90, -1.34)
H (1.94, -0.07, 0.01)
H (0.01, -1.89, 1.34)
N (1.48, -1.00, 0.00)
F (1.26, 1.69, 0.00)
S (-2.05, 0.09, -0.01)

The max |F| comes out at 1.5 eV Å⁻¹. For the energy relative to the best compared isomer or geometry (same formula, charge and spin), the calculation gives 131.8 kJ/mol. The orbital gap is 9.59 eV. Its spin multiplicity is 1. The value obtained for the electronic energy is -20322.859 eV. The net charge is 0.



[4]
A molecular structure, C20H24I2IrN6OS2Se. Source: the OMol25 dataset; level of theory: ωB97M-V/def2-TZVPD.

Positions of all 57 atoms, in Å:
Ir (1.67, -0.22, -0.67)
I (1.62, -0.21, -5.35)
C (3.15, -1.52, -4.67)
I (3.50, -1.54, -2.52)
H (4.09, -1.22, -5.12)
H (2.88, -2.53, -4.95)
S (0.62, 1.79, 0.45)
C (1.67, 1.88, 1.81)
C (1.20, 2.51, 2.97)
C (2.00, 2.60, 4.10)
C (1.50, 3.22, 5.27)
N (1.06, 3.71, 6.21)
C (3.30, 2.05, 4.09)
C (3.78, 1.45, 2.94)
C (2.99, 1.36, 1.79)
S (3.69, 0.64, 0.39)
C (4.10, 2.09, 5.26)
N (4.74, 2.10, 6.20)
H (0.20, 2.92, 2.98)
H (4.78, 1.03, 2.92)
C (-1.44, 1.81, -2.54)
N (-1.84, 0.45, -2.78)
C (-3.18, 0.25, -3.29)
C (-3.22, -0.95, -4.22)
C (-2.63, -2.14, -3.47)
N (-1.31, -1.81, -2.97)
C (-0.34, -2.88, -2.91)
C (-0.92, -0.54, -2.73)
O (0.27, -0.29, -2.44)
H (-1.33, 2.35, -3.49)
H (-0.48, 1.82, -2.03)
H (-2.19, 2.31, -1.93)
H (-3.48, 1.15, -3.84)
H (-3.88, 0.13, -2.46)
H (-2.63, -0.74, -5.11)
H (-4.25, -1.17, -4.50)
H (-2.54, -3.00, -4.14)
H (-3.28, -2.42, -2.63)
H (-0.05, -3.20, -3.92)
H (-0.76, -3.73, -2.37)
H (0.54, -2.55, -2.37)
C (1.04, -0.85, 4.19)
N (-0.14, -0.49, 3.44)
C (-1.19, 0.21, 3.95)
C (-2.12, 0.31, 2.96)
N (-1.62, -0.33, 1.87)
C (-2.28, -0.39, 0.59)
C (-0.40, -0.82, 2.16)
Se (0.68, -1.87, 1.06)
H (1.15, -0.18, 5.03)
H (1.92, -0.79, 3.55)
H (0.95, -1.87, 4.56)
H (-1.20, 0.58, 4.95)
H (-3.08, 0.77, 2.96)
H (-3.33, -0.64, 0.73)
H (-1.81, -1.15, -0.03)
H (-2.20, 0.58, 0.09)

The max |F| comes out at 2.8 eV Å⁻¹. For the energy relative to the best compared isomer or geometry (same formula, charge and spin), the calculation gives 164.2 kJ/mol. The orbital gap (alpha / beta) is 6.04 / 6.05 eV. Its spin multiplicity is 1. The value obtained for the electronic energy is -138169.149 eV. The net charge is +1.